[1]
The following is a quantum chemistry calculation of the molecule C34H25F3O3S, from the Open Molecules 2025 dataset.

Geometry (Å):
C -7.14 -1.92 -1.85
O -6.31 -1.91 -0.70
C -5.08 -1.39 -0.88
C -4.16 -1.47 0.19
C -2.90 -0.89 0.05
C -2.51 -0.29 -1.17
C -1.14 0.33 -1.25
C -1.29 1.75 -0.22
C -1.82 1.54 1.14
C -3.21 1.39 1.29
C -3.74 1.01 2.51
C -2.89 0.81 3.58
C -3.43 0.19 4.84
F -2.46 -0.31 5.66
F -4.30 -0.85 4.62
F -4.05 1.14 5.62
C -1.54 1.19 3.51
C -0.95 1.51 2.28
S 0.01 2.95 0.00
O -0.17 3.78 1.19
O 1.25 2.23 -0.19
C 0.00 4.15 -1.36
C 0.81 3.93 -2.48
C 0.70 4.79 -3.57
C -0.07 5.97 -3.46
C -0.80 6.23 -2.27
C -0.80 5.30 -1.22
C -0.69 0.90 -2.56
C -1.40 1.63 -3.54
C -0.73 1.93 -4.73
C 0.59 1.58 -4.93
C 1.34 0.93 -3.94
C 0.67 0.60 -2.73
C 1.11 -0.28 -1.65
C 2.27 -1.05 -1.53
C 2.25 -2.16 -0.66
C 1.13 -2.43 0.14
C 0.01 -1.61 0.09
C -0.02 -0.55 -0.81
C -3.42 -0.24 -2.23
C -4.69 -0.82 -2.11
H -8.06 -2.35 -1.49
H -7.32 -0.91 -2.24
H -6.71 -2.53 -2.65
H -4.45 -1.92 1.13
H -2.25 -0.82 0.94
H -2.03 2.35 -0.84
H -3.87 1.63 0.45
H -4.79 0.78 2.61
H -0.93 1.19 4.41
H 0.12 1.82 2.30
H 1.53 3.09 -2.50
H 1.21 4.54 -4.52
H -0.10 6.69 -4.29
H -1.38 7.15 -2.15
H -1.34 5.47 -0.27
H -2.39 2.02 -3.31
H -1.31 2.43 -5.50
H 1.05 1.80 -5.89
H 2.35 0.60 -4.10
H 3.11 -0.86 -2.21
H 3.10 -2.83 -0.60
H 1.10 -3.30 0.80
H -0.81 -1.80 0.78
H -3.12 0.25 -3.16
H -5.32 -0.81 -2.98

Its SMILES is COc1ccc(C2([C@@H](c3ccc(C(F)(F)F)cc3)S(=O)(=O)c3ccccc3)c3ccccc3-c3ccccc32)cc1. As for the multiplicity: 1. As for the charge: 0. As for the total energy: -60792.489 eV.

Mulliken population analysis, charges in e, atoms 1 to 8: -0.908, -0.462, 0.824, -1.544, -0.110, 0.903, 3.869, -0.562

---

[2]
The following is a quantum chemistry calculation of C34H25GaN6O11S4 as an isolated structure, from the Open Molecules 2025 dataset.

Geometry (Å):
Ga 1.38 0.74 -0.91
C 1.80 2.13 3.25
C 1.30 1.99 1.84
N 2.05 1.39 0.96
N 3.29 0.95 1.40
C 4.06 0.58 0.44
S 3.71 0.60 -1.26
S 5.67 -0.03 0.83
C 5.76 0.22 2.62
C 6.47 1.49 3.02
C 7.67 1.44 3.72
C 8.33 2.61 4.09
C 7.78 3.84 3.77
C 6.58 3.90 3.07
C 5.93 2.73 2.70
C 0.00 2.52 1.45
C -0.92 2.90 2.45
C -2.14 3.44 2.15
C -2.49 3.64 0.81
C -1.63 3.27 -0.19
C -0.39 2.66 0.10
O 0.35 2.28 -0.93
H 2.85 2.38 3.26
H 1.68 1.16 3.74
H 1.24 2.88 3.80
H 6.27 -0.65 3.04
H 4.72 0.22 2.97
H 8.10 0.48 3.97
H 9.26 2.55 4.62
H 8.29 4.75 4.05
H 6.15 4.86 2.81
H 5.00 2.77 2.14
H -0.67 2.73 3.49
H -2.84 3.68 2.94
H -3.47 4.01 0.55
H -1.91 3.35 -1.23
O 0.76 -0.09 -4.94
C 0.91 -0.27 -3.74
O 1.16 0.62 -2.86
C 0.74 -1.71 -3.25
C 0.97 -2.63 -4.41
C 0.17 -3.68 -4.60
C -0.98 -3.97 -3.77
C -1.27 -3.16 -2.75
C -0.51 -1.94 -2.36
N -2.42 -3.52 -1.91
O -3.24 -4.31 -2.34
O -2.45 -3.01 -0.81
N 0.44 -4.60 -5.71
O 1.41 -4.39 -6.42
O -0.33 -5.53 -5.87
H 1.79 -2.43 -5.07
H -1.60 -4.82 -3.98
H -1.18 -1.10 -2.23
O -7.55 2.54 -2.20
S -6.93 2.12 -0.97
O -7.30 2.87 0.21
N -5.32 2.00 -1.12
C -4.88 0.76 -0.99
S -3.29 0.25 -1.05
C -5.99 -0.23 -0.73
C -5.90 -1.60 -0.53
C -7.08 -2.31 -0.32
C -8.31 -1.67 -0.29
C -8.40 -0.29 -0.49
C -7.22 0.39 -0.70
H -4.93 -2.08 -0.55
H -7.03 -3.38 -0.17
H -9.21 -2.25 -0.13
H -9.35 0.22 -0.47
O 0.22 -0.62 1.95
C 0.30 -1.34 0.97
C 0.06 -2.84 1.02
C 0.57 -3.33 -0.32
C 0.53 -2.08 -1.20
O 1.62 -2.06 -2.17
N 0.60 -0.96 -0.31
H -1.01 -3.01 1.15
H 0.58 -3.26 1.88
H 0.01 -4.16 -0.75
H 1.62 -3.62 -0.27

The energy relative to the best compared isomer or geometry (same formula, charge and spin) comes out at 0.845 eV. As for the multiplicity: 1. As for the charge: -2. As for the total energy: -162844.526 eV.

Mulliken population analysis, charges in e, atoms 1 to 8: 0.840, -1.544, 1.115, -0.119, -0.631, 0.567, -0.597, -0.197

---

[3]
The following is a quantum chemistry calculation of C34H25GeN3S2W as an isolated structure, from the Open Molecules 2025 dataset.

Geometry (Å):
W 0.42 -0.92 -0.62
N 2.07 0.47 0.36
C 2.79 1.41 -0.50
C 2.96 2.72 -0.07
C 3.75 3.59 -0.80
C 4.39 3.15 -1.95
C 4.22 1.84 -2.37
C 3.42 0.95 -1.65
C 3.15 -0.40 -2.19
C 4.13 -1.12 -2.86
C 3.82 -2.30 -3.52
C 2.50 -2.75 -3.60
C 1.52 -2.07 -2.91
C 1.84 -0.93 -2.12
H 1.74 1.00 1.17
H 2.77 -0.17 0.72
H 2.50 3.06 0.86
H 3.88 4.61 -0.46
H 5.01 3.82 -2.52
H 4.71 1.50 -3.27
H 5.15 -0.76 -2.87
H 4.60 -2.86 -4.02
H 2.23 -3.61 -4.21
H 0.49 -2.39 -3.05
S -0.92 -2.87 -0.68
C 0.01 -3.41 0.72
S 1.40 -2.39 1.02
C -0.36 -4.45 1.51
C 0.43 -4.81 2.63
N 1.08 -5.03 3.56
C -1.59 -5.13 1.25
N -2.62 -5.60 1.04
C -5.73 -1.69 0.99
C -5.24 -1.00 -0.12
C -3.94 -0.55 -0.13
C -3.14 -0.73 1.01
C -3.64 -1.41 2.13
C -4.94 -1.89 2.11
Ge -1.28 -0.19 1.15
C -0.67 0.85 -1.09
C -1.27 0.38 -2.29
C -1.51 1.27 -3.33
C -1.18 2.62 -3.17
C -0.63 3.08 -1.98
C -0.39 2.21 -0.93
C -0.95 0.92 2.71
C -1.98 1.75 3.16
C -1.77 2.50 4.31
C -0.57 2.40 5.01
C 0.44 1.56 4.56
C 0.26 0.82 3.40
H -6.74 -2.09 0.96
H -5.88 -0.82 -0.98
H -3.56 -0.02 -0.99
H -3.03 -1.54 3.01
H -5.33 -2.42 2.97
H -1.61 -0.65 -2.40
H -1.99 0.93 -4.23
H -1.37 3.31 -3.98
H -0.37 4.13 -1.87
H -0.01 2.59 0.01
H -2.92 1.82 2.63
H -2.56 3.15 4.67
H -0.43 2.97 5.92
H 1.37 1.48 5.12
H 1.04 0.14 3.07

The energy relative to the best compared isomer or geometry (same formula, charge and spin) comes out at 2.037 eV. As for the multiplicity: 2. As for the charge: +3. As for the total energy: -120113.833 eV.

Mulliken population analysis, charges in e, atoms 1 to 8: 0.402, -0.247, 0.636, -0.734, -0.767, -0.921, -0.890, 0.975

---

[4]
The following is a quantum chemistry calculation of C34H25IrN2O3S5 as an isolated structure, from the Open Molecules 2025 dataset.

Geometry (Å):
Ir 0.29 -0.40 0.65
C -1.51 -1.58 4.29
O -2.10 -0.32 4.65
C -2.44 0.55 3.66
C -3.58 1.29 3.86
C -4.04 2.19 2.89
C -3.34 2.33 1.72
C -2.15 1.61 1.49
C -1.52 1.84 0.20
N -0.52 1.17 -0.25
N -0.03 1.45 -1.52
C 0.88 0.57 -1.85
O 1.29 -0.41 -1.11
C 1.51 0.70 -3.19
C 2.56 -0.15 -3.53
C 3.17 -0.05 -4.77
C 2.73 0.90 -5.68
C 1.68 1.74 -5.35
C 1.07 1.64 -4.11
C -1.64 0.73 2.49
O -0.47 0.15 2.45
H -1.68 -2.22 5.15
H -0.45 -1.48 4.09
H -2.01 -2.01 3.42
H -4.13 1.12 4.78
H -4.95 2.75 3.06
H -3.69 3.00 0.95
H -1.92 2.62 -0.44
H 2.89 -0.89 -2.81
H 3.98 -0.71 -5.03
H 3.20 0.97 -6.66
H 1.32 2.48 -6.07
H 0.25 2.29 -3.84
C -1.32 -1.38 0.35
C -2.36 -1.96 0.11
C -3.56 -2.63 -0.16
C -3.80 -3.17 -1.48
C -5.09 -3.53 -1.92
C -5.29 -4.03 -3.20
C -4.22 -4.18 -4.07
C -2.95 -3.81 -3.66
C -2.74 -3.30 -2.40
C -4.51 -2.78 0.96
C -5.25 -3.95 1.15
C -6.09 -4.08 2.25
C -6.20 -3.05 3.17
C -5.47 -1.89 3.00
C -4.63 -1.76 1.90
H -5.93 -3.39 -1.26
H -6.29 -4.30 -3.51
H -4.38 -4.58 -5.07
H -2.10 -3.92 -4.33
H -1.75 -3.01 -2.08
H -5.14 -4.77 0.46
H -6.64 -5.00 2.39
H -6.86 -3.16 4.03
H -5.53 -1.08 3.71
H -4.05 -0.85 1.76
C 3.48 -4.74 3.07
S 4.31 -4.01 1.63
C 3.01 -4.04 0.45
C 1.90 -3.27 0.47
S 1.51 -2.12 1.71
S 0.80 -3.56 -0.86
C 1.71 -4.77 -1.69
S 1.23 -5.46 -3.11
S 3.16 -5.19 -0.86
H 4.25 -4.91 3.82
H 3.03 -5.69 2.80
H 2.73 -4.05 3.45

The energy relative to the best compared isomer or geometry (same formula, charge and spin) comes out at 0.000 eV. As for the multiplicity: 2. As for the charge: -1. As for the total energy: -101802.669 eV.

Mulliken population analysis, charges in e, atoms 1 to 8: 2.030, -0.511, -0.531, 0.400, -0.286, -0.710, -0.922, 1.145

---

[5]
The following is a quantum chemistry calculation of C34H25IrN2O3S5 as an isolated structure, from the Open Molecules 2025 dataset.

Geometry (Å):
Ir 0.01 0.08 -0.10
C 3.54 2.22 -1.39
O 4.31 2.14 -0.21
C 3.84 1.57 0.93
C 4.69 1.71 2.02
C 4.36 1.20 3.26
C 3.16 0.54 3.43
C 2.27 0.34 2.36
C 1.08 -0.40 2.62
N 0.14 -0.70 1.75
N -0.94 -1.38 2.16
C -1.85 -1.50 1.21
O -1.65 -1.01 0.02
C -3.12 -2.15 1.48
C -3.98 -2.44 0.41
C -5.22 -2.99 0.64
C -5.65 -3.24 1.94
C -4.80 -2.96 3.00
C -3.55 -2.44 2.78
C 2.61 0.88 1.07
O 1.83 0.74 0.03
H 4.15 2.79 -2.08
H 2.60 2.75 -1.23
H 3.34 1.23 -1.81
H 5.62 2.23 1.86
H 5.04 1.32 4.09
H 2.89 0.15 4.40
H 0.93 -0.73 3.64
H -3.65 -2.22 -0.59
H -5.87 -3.22 -0.20
H -6.64 -3.64 2.11
H -5.13 -3.15 4.01
H -2.89 -2.21 3.61
C -0.56 0.77 -1.85
C -1.20 1.36 -2.71
C -1.94 2.15 -3.60
C -1.38 3.41 -4.01
C -0.22 3.88 -3.37
C 0.31 5.11 -3.68
C -0.29 5.91 -4.64
C -1.39 5.43 -5.33
C -1.93 4.20 -5.03
C -3.26 1.66 -3.90
C -3.50 0.28 -3.88
C -4.76 -0.23 -4.12
C -5.83 0.62 -4.35
C -5.62 1.99 -4.33
C -4.36 2.51 -4.13
H 0.24 3.27 -2.61
H 1.19 5.46 -3.16
H 0.10 6.90 -4.86
H -1.84 6.04 -6.10
H -2.76 3.83 -5.61
H -2.68 -0.39 -3.67
H -4.91 -1.30 -4.12
H -6.82 0.23 -4.53
H -6.46 2.67 -4.47
H -4.24 3.58 -4.08
C -3.83 1.11 1.91
S -3.87 1.18 0.09
C -3.07 2.70 -0.23
C -1.87 3.13 0.25
S -0.84 2.30 1.32
S -1.39 4.75 -0.25
C -2.73 5.05 -1.33
S -2.91 6.44 -2.20
S -3.93 3.78 -1.30
H -4.67 0.48 2.21
H -3.93 2.11 2.31
H -2.89 0.66 2.24

As for the multiplicity: 6. As for the charge: -1. As for the total energy: -101798.193 eV.

Mulliken population analysis, charges in e, atoms 1 to 8: 0.527, -0.710, -0.482, 0.357, -0.769, -0.511, -1.144, 1.029

---

[6]
The following is a quantum chemistry calculation of C34H26As2O7RuS3 as an isolated structure, from the Open Molecules 2025 dataset.

Geometry (Å):
Ru 0.87 -0.91 -0.82
S 2.89 -0.79 -1.59
C 3.56 0.88 -1.45
C 4.94 1.04 -1.41
C 5.48 2.32 -1.28
C 4.65 3.43 -1.18
C 3.27 3.26 -1.23
C 2.73 2.00 -1.38
As 0.86 1.56 -1.43
C -0.02 3.09 -0.68
C -0.28 3.10 0.69
C -0.85 4.21 1.28
C -1.18 5.32 0.51
C -0.93 5.31 -0.85
C -0.35 4.20 -1.45
C 0.44 1.69 -3.31
C 1.43 1.83 -4.28
C 1.08 1.83 -5.63
C -0.25 1.68 -6.00
C -1.23 1.53 -5.03
C -0.89 1.54 -3.69
H 5.58 0.18 -1.47
H 6.55 2.44 -1.24
H 5.07 4.42 -1.07
H 2.61 4.12 -1.15
H -0.03 2.23 1.29
H -1.06 4.21 2.35
H -1.63 6.19 0.97
H -1.18 6.17 -1.46
H -0.16 4.20 -2.52
H 2.47 1.95 -3.99
H 1.85 1.94 -6.38
H -0.51 1.67 -7.05
H -2.27 1.40 -5.32
H -1.67 1.41 -2.94
O -1.30 -2.08 -3.87
As -1.99 -1.79 -2.30
O -3.47 -1.16 -2.45
O -0.91 -0.77 -1.39
C -2.12 -3.47 -1.32
C -3.41 -3.67 -0.82
C -3.69 -4.74 0.01
C -2.70 -5.64 0.35
C -1.42 -5.47 -0.14
C -1.14 -4.39 -0.97
S 0.54 -4.28 -1.48
O 1.25 -3.88 -0.06
O 1.06 -5.56 -1.79
O 0.69 -3.17 -2.37
H -0.35 -2.25 -3.80
H -4.18 -2.96 -1.10
H -4.69 -4.87 0.39
H -2.92 -6.48 1.00
H -0.63 -6.18 0.11
C -2.08 -1.06 8.51
C -1.50 -1.22 7.12
O -1.42 -2.28 6.56
S -0.94 0.33 6.43
C -0.39 -0.20 4.84
C 0.83 -0.85 4.69
C 1.24 -1.29 3.45
C 0.43 -1.09 2.33
C -0.78 -0.41 2.47
C -1.19 0.02 3.73
C 0.80 -1.59 1.02
C 1.09 -2.55 0.20
H -1.64 -1.80 9.16
H -3.15 -1.25 8.44
H -1.93 -0.06 8.91
H 1.46 -1.00 5.56
H 2.19 -1.79 3.33
H -1.39 -0.23 1.60
H -2.14 0.53 3.84

The energy relative to the best compared isomer or geometry (same formula, charge and spin) comes out at 1.035 eV. As for the multiplicity: 1. As for the charge: 0. As for the total energy: -206775.002 eV.

Mulliken population analysis, charges in e, atoms 1 to 8: 0.604, -0.591, 1.020, -0.700, -0.623, -0.703, -0.319, -0.552

---

Which of these has the highest multiplicity? number 5

---

What is the charge in the fourth record? -1